Entry from the OMol25 dataset: a single C5H10O molecule (wB97M-V/def2-TZVPD).

```
! wB97M-V def2-TZVPD RIJCOSX def2/J DEFGRID3
* xyz 0 1
C 0.356 -1.928 -0.902
C 0.424 -1.086 0.371
C -0.796 -0.212 0.537
O -0.823 0.673 1.649
C -0.826 1.245 0.346
C 0.364 2.088 -0.028
H -0.530 -2.574 -0.900
H 1.236 -2.571 -0.991
H 0.307 -1.299 -1.797
H 0.491 -1.739 1.249
H 1.332 -0.475 0.375
H -1.741 -0.744 0.384
H -1.789 1.679 0.067
H 1.303 1.611 0.261
H 0.310 3.053 0.485
H 0.382 2.279 -1.107
*
```

## Properties
DFT total energy = -271.711925 a.u.
Gap between HOMO and LUMO = 11.174 eV
Highest occupied orbital energy = -10.04 eV
F_max = 0.28 eV Å⁻¹
SMILES = CC[C@H]1O[C@H]1C
Relative energy (zero: lowest compared OMol25 entry of this formula, charge and spin) = 25.5 kcal per mole

natural (NBO) population analysis, charges in e, atoms 1 to 8: -0.606 -0.426 0.065 -0.497 0.061 -0.638 0.204 0.214